Entry 1:
Here is 10 unconnected molecules or ions with the total composition C19H60N16O12 in a non-equilibrium geometry from the Open Molecules 2025 dataset. Energies are from wB97M-V/def2-TZVPD.

CARTESIAN COORDINATES (ANGSTROEM)
1 O 10.33 -7.61 -12.35
2 H 5.96 -4.74 -15.11
3 O 11.23 -1.19 -20.79
4 H 4.83 -4.39 -17.47
5 H 11.94 -5.94 -14.38
6 H 5.30 -10.12 -10.44
7 C 7.94 -8.39 -16.00
8 H 7.90 -12.15 -13.51
9 H 10.51 -0.38 -12.20
10 C 6.04 -2.72 -16.99
11 H 9.96 -1.84 -19.28
12 H 9.31 -0.97 -21.66
13 N 9.97 -3.85 -16.52
14 H 5.23 -7.00 -10.08
15 N 11.25 -4.92 -12.35
16 H 7.06 -7.60 -12.61
17 N 4.82 -7.81 -15.16
18 C 4.91 -7.55 -10.97
19 H 8.47 -1.32 -12.59
20 N 12.64 -5.28 -14.12
21 H 9.51 -2.98 -16.36
22 N 8.46 -0.94 -13.52
23 H 12.04 -5.97 -17.83
24 N 6.45 -10.78 -12.80
25 C 7.72 -3.38 -10.83
26 H 5.92 -4.03 -11.67
27 H 10.93 -4.35 -11.58
28 H 10.72 -10.06 -11.64
29 H 8.27 -5.51 -14.33
30 H 12.89 -7.04 -20.95
31 H 6.26 -1.26 -18.45
32 O 5.93 -8.39 -11.45
33 O 8.89 -3.72 -10.56
34 H 10.73 -0.47 -22.58
35 N 11.13 -9.79 -12.51
36 C 13.19 -6.94 -19.91
37 C 7.10 -10.44 -11.56
38 H 11.06 -7.53 -14.97
39 H 4.83 -3.07 -18.61
40 H 3.96 -8.04 -10.73
41 C 12.41 -4.52 -12.98
42 N 8.63 -4.75 -14.88
43 H 7.34 -11.33 -10.98
44 H 9.04 -8.40 -16.00
45 H 6.74 -9.27 -9.79
46 H 8.51 -7.13 -12.94
47 H 7.75 -1.11 -14.21
48 H 7.22 -5.16 -11.76
49 H 13.40 -5.11 -14.73
50 N 6.90 -4.21 -11.60
51 N 10.66 -0.26 -13.17
52 C 10.91 -8.50 -13.05
53 C 12.96 -5.43 -18.14
54 N 5.69 -5.67 -14.71
55 H 10.14 0.54 -21.31
56 H 11.99 -1.51 -17.64
57 O 7.57 -6.91 -13.09
58 O 10.39 -5.99 -15.80
59 H 13.99 -3.59 -18.06
60 H 5.50 -8.23 -14.56
61 H 7.64 -8.66 -17.02
62 H 10.70 -3.88 -17.24
63 C 6.21 -9.56 -10.70
64 H 8.07 -1.59 -10.11
65 H 12.01 -3.77 -19.56
66 O 13.13 -3.60 -12.60
67 N 7.33 -2.05 -10.62
68 H 13.73 -6.02 -17.63
69 C 4.87 -6.45 -15.52
70 N 6.63 -1.61 -17.60
71 O 4.15 -6.02 -16.44
72 O 9.72 -0.20 -15.27
73 H 12.93 -1.50 -19.20
74 H 6.38 -6.14 -14.15
75 H 11.55 0.05 -13.51
76 H 11.89 -10.36 -12.85
77 C 8.09 -10.21 -14.55
78 O 13.04 -5.61 -19.55
79 N 5.06 -3.42 -17.70
80 H 7.93 -4.05 -15.14
81 C 9.73 -4.93 -15.72
82 H 4.12 -8.43 -15.51
83 N 11.22 -8.36 -14.40
84 O 7.28 -9.25 -15.13
85 H 14.27 -7.16 -19.91
86 H 6.68 -11.84 -14.55
87 H 7.66 -7.34 -15.92
88 H 8.07 -9.91 -11.62
89 C 9.63 -0.43 -14.05
90 H 10.59 -5.59 -12.72
91 C 12.97 -3.97 -17.85
92 H 12.66 -7.67 -19.29
93 H 4.66 -6.92 -11.83
94 H 7.51 -1.32 -17.17
95 C 10.87 -1.23 -19.42
96 H 12.85 -3.69 -16.80
97 H 5.97 -9.95 -13.13
98 C 10.31 -0.52 -21.58
99 O 6.39 -3.12 -15.83
100 N 11.96 -3.28 -18.66
101 H 8.62 -10.73 -15.37
102 H 6.37 -1.81 -10.43
103 H 11.33 -9.16 -14.99
104 C 12.03 -1.85 -18.67
105 H 8.89 -9.76 -13.94
106 H 10.59 -0.25 -19.01
107 C 7.32 -11.29 -13.85

As for the SMILES: COCCNCCOC.COCCNCCOC.NC(N)=O.NC(N)=O.NC(N)=O.NC(N)=O.NC(N)=O.NC(N)=O.NC(N)=O.O. The calculation puts the frontier orbital gap at 9.12 eV. For the HOMO energy, the calculation gives -8.7 eV. The LUMO energy is 0.5 eV. As for the charge: 0.

=====

Entry 2:
Here is 12 unconnected molecules or ions with the total composition C19H62N8O12 in a non-equilibrium geometry from the Open Molecules 2025 dataset. Energies are from wB97M-V/def2-TZVPD.

CARTESIAN COORDINATES (ANGSTROEM)
1 H -0.51 0.40 4.95
2 C -1.69 6.36 3.03
3 C 1.55 5.93 10.12
4 O -1.07 5.80 1.87
5 H 3.56 0.79 11.59
6 O -0.01 7.78 7.19
7 N 0.38 5.39 9.94
8 O 2.15 2.41 11.16
9 H 6.87 2.66 6.04
10 C 4.95 5.49 8.14
11 H -2.39 5.64 3.26
12 H 1.74 0.33 5.03
13 C 4.30 2.41 10.44
14 H -0.42 5.20 2.18
15 H 3.03 0.94 8.13
16 H 1.14 4.24 6.25
17 H -2.25 7.29 2.83
18 H -2.43 4.18 11.16
19 H 4.60 4.43 8.06
20 H 4.51 3.44 10.71
21 H -2.12 1.68 10.99
22 H 2.26 3.93 10.54
23 H 3.58 -0.71 10.00
24 H -0.60 4.32 7.39
25 H 2.14 -1.88 9.69
26 H 3.64 3.88 4.27
27 O 1.22 0.69 9.20
28 O 4.48 2.11 5.74
29 H 2.04 7.30 7.45
30 O -3.19 5.46 5.74
31 H 6.41 6.45 9.54
32 H 7.05 4.14 5.12
33 H 3.46 -1.57 8.50
34 C -1.66 2.31 10.30
35 H 2.51 9.43 6.66
36 H 1.97 -0.24 7.55
37 H 2.02 1.75 5.67
38 O -0.82 2.41 4.85
39 H 1.94 4.93 7.76
40 N -2.89 3.52 7.04
41 N 4.69 3.82 4.19
42 H 0.06 7.99 8.15
43 H 0.31 4.51 9.39
44 H -2.00 4.25 9.50
45 H 1.91 1.79 10.40
46 C 1.77 8.93 6.02
47 C 5.65 5.69 9.51
48 H -0.64 2.49 10.70
49 H 0.04 3.50 3.57
50 H -0.01 3.62 1.82
51 H -3.85 3.25 6.93
52 O 1.84 7.22 10.09
53 H 5.15 6.63 11.15
54 C 2.28 0.16 8.51
55 C 1.33 1.32 5.04
56 O 2.24 4.69 4.05
57 H -1.00 5.86 6.79
58 H -1.12 7.14 4.95
59 C -2.48 3.62 10.25
60 H 0.84 2.52 8.17
61 C -2.49 4.63 6.57
62 H 5.28 4.53 3.72
63 O 0.67 3.43 8.08
64 H -3.49 3.55 10.02
65 H 6.35 4.84 9.85
66 H 3.90 2.40 12.58
67 N 6.43 3.31 5.39
68 C 3.49 1.94 11.62
69 H 1.01 9.57 5.73
70 H 5.62 5.61 7.23
71 C 5.19 3.07 5.15
72 H -0.30 1.15 6.45
73 C -0.12 1.31 5.36
74 H -1.50 2.77 5.45
75 C 1.34 7.60 6.62
76 H 4.07 6.15 8.04
77 H -1.34 0.80 9.21
78 C 1.63 4.00 7.21
79 N 2.32 4.39 1.72
80 H 3.83 2.27 9.49
81 H -0.21 5.64 4.63
82 H 5.21 1.87 10.49
83 O -1.62 1.70 9.07
84 N -1.28 4.93 7.01
85 H -2.46 3.10 7.87
86 H 1.44 1.69 4.00
87 C 1.67 4.26 2.88
88 H 0.69 -0.05 9.32
89 H 3.36 4.68 1.67
90 N 0.51 3.77 2.72
91 H 1.88 4.06 0.83
92 O 4.71 6.02 10.49
93 H -0.29 6.16 9.76
94 H 2.53 3.36 7.04
95 H 0.17 7.07 3.62
96 H 2.31 8.75 5.04
97 H 3.29 5.34 10.50
98 C 2.86 -1.07 9.26
99 N 2.38 4.99 10.47
100 C -0.66 6.52 4.17
101 H 1.28 6.96 5.78

As for the SMILES: NC(N)=O.NC(N)=O.NC(N)=O.NC(N)=O.CCO.CCO.CCO.CCO.CCO.CCO.CCO.CO. The calculation puts the frontier orbital gap at 8.41 eV. For the HOMO energy, the calculation gives -8.6 eV. The calculation puts the relative energy (zero: lowest compared OMol25 entry of this formula, charge and spin) at 145.6 kcal per mole. The LUMO energy is -0.1 eV. As for the charge: 0.

=====

Entry 3:
Here is 15 unconnected molecules or ions with the total composition C19H64F3O17S in a non-equilibrium geometry from the Open Molecules 2025 dataset. Energies are from wB97M-V/def2-TZVPD.

CARTESIAN COORDINATES (ANGSTROEM)
1 H -2.56 0.12 -1.72
2 C 1.28 -3.80 2.14
3 H 7.07 1.94 -0.95
4 H 3.78 2.95 -5.92
5 H 4.59 4.62 -0.27
6 H 3.01 2.95 0.92
7 O 1.86 3.39 -4.11
8 F 2.03 -0.40 0.18
9 H -5.67 -0.82 2.44
10 O -0.60 -0.60 1.54
11 H 1.51 2.94 1.21
12 H 1.87 3.74 -3.20
13 H 1.06 -5.78 4.31
14 H -4.03 -2.67 0.95
15 H 2.92 0.21 -4.45
16 C 1.39 -3.88 -3.76
17 H 0.71 3.80 -1.44
18 C -5.49 -2.78 3.11
19 O 1.59 4.21 -1.55
20 H 4.34 4.14 -1.86
21 H -4.95 2.60 -0.39
22 H -0.94 3.09 2.04
23 O -1.55 0.99 -0.09
24 H 6.02 0.56 -1.26
25 O -1.78 -3.13 0.50
26 O 2.28 3.53 1.16
27 H -3.76 -0.52 3.69
28 H 2.12 -3.94 1.46
29 H -3.95 2.46 0.96
30 H 1.61 -4.51 -1.67
31 O 0.23 -1.19 4.17
32 H 6.03 2.88 0.99
33 O -0.92 -4.61 2.66
34 H 6.09 1.89 -2.43
35 C 5.00 2.48 -0.61
36 H 0.21 -5.53 1.33
37 H -1.41 -2.28 0.79
38 H -0.31 -2.84 -4.55
39 O 0.80 -5.15 -4.01
40 O -2.86 -0.47 -2.42
41 C 0.26 -2.90 -3.62
42 H -0.41 -3.08 -2.79
43 H -1.83 3.76 -1.71
44 O -4.76 -2.03 0.93
45 H -2.58 -0.04 -3.23
46 C 5.04 3.98 -1.03
47 O 5.24 2.38 0.77
48 H 1.60 -3.41 3.11
49 H 1.96 4.22 -0.66
50 H -1.48 -3.75 1.18
51 H -4.70 0.99 0.35
52 O -7.17 2.64 0.78
53 H 2.49 -2.99 -2.21
54 O -1.06 3.59 -1.16
55 H 1.15 -5.83 -3.44
56 C -5.77 2.95 2.72
57 H 3.13 2.30 -3.03
58 C -3.65 -0.93 2.68
59 H 1.89 -6.40 2.90
60 H 4.02 2.04 -0.80
61 C 6.10 1.64 -1.36
62 H 2.02 -3.57 -4.59
63 O 0.22 1.68 1.42
64 C 2.14 -3.99 -2.47
65 H -1.35 2.91 -0.54
66 H 1.04 1.39 2.89
67 H -6.40 1.08 1.82
68 H -6.89 3.42 0.31
69 H 1.38 0.69 -3.93
70 C 2.19 1.01 -4.58
71 H 4.78 2.09 -4.86
72 H -5.47 -2.51 4.17
73 C 0.96 -0.05 -0.52
74 H 1.89 1.16 -5.62
75 H 0.28 -6.93 3.29
76 H -0.86 -4.05 3.44
77 C 4.02 2.88 -4.85
78 H -6.53 -3.03 2.90
79 C 0.40 -5.03 2.28
80 C 0.92 -6.05 3.26
81 H -3.44 -0.16 1.93
82 H -2.73 -1.52 2.74
83 H 0.68 -1.90 -3.45
84 H 6.01 4.44 -1.18
85 C -4.87 2.05 0.54
86 S -0.40 0.56 0.69
87 H -5.12 2.38 3.39
88 H 0.77 -2.95 1.67
89 H 0.93 -0.52 4.20
90 H 3.07 -4.57 -2.59
91 O 1.71 1.03 3.51
92 H -5.23 3.87 2.50
93 O -1.31 3.88 2.45
94 H 4.36 3.82 -4.44
95 H -0.18 -1.07 3.31
96 C 2.83 2.33 -4.08
97 C -4.94 -1.61 2.28
98 H -4.87 -3.66 2.95
99 C -6.07 2.07 1.49
100 H -1.30 3.71 3.39
101 F 1.29 0.94 -1.32
102 H 2.14 1.80 3.89
103 H -6.61 3.33 3.31
104 F 0.43 -1.03 -1.25

The calculation puts the frontier orbital gap at 9.75 eV. For the HOMO energy, the calculation gives -7.4 eV. The LUMO energy is 2.3 eV. As for the charge: -1.

=====

Entry 4:
Here is 14 unconnected molecules or ions with the total composition C19H66N2O14 in a non-equilibrium geometry from the Open Molecules 2025 dataset. Energies are from wB97M-V/def2-TZVPD.

CARTESIAN COORDINATES (ANGSTROEM)
1 C -2.55 -2.81 1.52
2 O -3.82 -0.49 -2.77
3 H -0.11 -0.74 -0.57
4 C 4.58 -2.24 -0.74
5 H 3.75 2.15 0.43
6 H 0.32 3.95 -1.21
7 H 5.24 -3.08 -0.91
8 C 2.05 -0.48 -2.87
9 C 2.67 -1.85 2.51
10 N -2.78 -4.27 -2.63
11 H -1.08 0.66 -2.59
12 H -0.19 1.56 -4.29
13 H -3.47 -4.92 -2.40
14 H -4.61 3.04 0.04
15 H 1.77 -3.31 3.73
16 H 2.62 -4.40 -0.07
17 O -2.81 -1.50 1.98
18 H 4.89 0.51 0.20
19 H -0.25 0.09 3.56
20 H -3.31 -1.55 2.84
21 H 1.62 -1.94 -4.13
22 H -1.54 1.33 3.51
23 O 1.92 -1.54 4.74
24 H 2.98 3.71 -0.08
25 C -0.67 2.36 -3.72
26 H -2.95 -3.62 2.09
27 H -0.52 -2.98 -1.16
28 H -1.19 5.28 -1.77
29 C -3.77 2.75 0.58
30 O -0.76 2.36 -1.38
31 C 1.63 -2.20 3.58
32 H 2.15 -0.06 0.25
33 H -3.89 2.16 2.37
34 O 0.58 4.83 -0.99
35 O 3.56 3.55 1.97
36 O 0.92 -3.34 -0.08
37 H 0.02 4.98 2.13
38 H 0.58 -3.90 0.62
39 H 3.94 -2.15 -1.64
40 H 3.05 -0.79 2.50
41 H 2.35 -3.62 -1.60
42 C -0.70 0.90 4.10
43 C -1.94 -4.13 -1.67
44 H -1.33 -2.42 -2.61
45 H -3.02 -0.79 -0.95
46 H 1.57 -2.08 5.44
47 C -1.33 1.75 -2.51
48 H -1.79 -0.06 1.00
49 O 1.32 -1.03 -3.94
50 H 2.26 -2.08 1.58
51 C 0.03 3.89 2.33
52 O -1.85 -4.90 -0.50
53 C 1.34 0.63 0.44
54 C -4.00 -0.60 -1.39
55 H -0.71 2.24 1.43
56 H -1.53 -2.97 1.24
57 H 1.53 -5.06 -1.16
58 H 1.91 -1.19 -2.07
59 H 0.26 5.13 -2.84
60 H 0.62 -1.91 3.23
61 H -3.20 -2.96 0.69
62 H 2.99 4.24 1.92
63 O -0.90 3.23 1.43
64 C 1.89 -4.15 -0.83
65 H 5.77 -0.82 -1.94
66 H 0.18 -1.14 1.00
67 H -4.55 -2.74 -1.02
68 H 6.32 -1.03 -0.12
69 H -4.44 0.18 -2.93
70 H -2.40 1.97 -2.74
71 H -1.38 2.89 -4.31
72 C -4.99 -1.74 -1.13
73 C 5.48 -1.04 -0.89
74 O -4.06 1.81 1.48
75 H 1.05 3.53 2.19
76 H -5.61 -1.98 -2.02
77 H 0.08 3.11 -3.50
78 H 3.64 -2.27 2.77
79 O -1.24 0.45 5.35
80 O 4.54 0.03 -0.54
81 H -3.15 2.41 -0.24
82 H 0.07 1.69 4.15
83 C 3.76 3.24 0.58
84 H -0.90 1.73 -0.62
85 H -1.56 1.30 5.77
86 H -0.03 6.56 -1.95
87 H 1.52 1.04 1.39
88 H -2.90 -3.82 -3.49
89 H -5.63 -1.65 -0.23
90 H 3.93 -2.27 0.07
91 H -4.51 0.29 -1.05
92 N -1.32 -2.99 -1.78
93 C 0.08 -0.24 0.38
94 H 4.75 3.63 0.28
95 H 3.03 -0.31 -3.12
96 H 1.38 0.44 -2.58
97 H -0.23 3.64 3.33
98 H 1.44 1.39 -0.38
99 H -3.32 3.62 1.07
100 C -0.11 5.46 -1.88
101 O -1.06 0.48 0.81

The calculation puts the frontier orbital gap at 9.61 eV. For the HOMO energy, the calculation gives -9.3 eV. The calculation puts the relative energy (zero: lowest compared OMol25 entry of this formula, charge and spin) at 64.2 kcal per mole. The LUMO energy is 0.3 eV. As for the charge: 0.